--- 1 ---
Density functional theory data (the ωB97M-V functional and the def2-TZVPD basis) for a cluster of 12 separate species, C45H117N3O15 in total.

Output
SMILES string: COCCNCCOC.COCCNCCOC.COCCNCCOC.CC(C)O.CC(C)O.CC(C)O.CC(C)O.CC(C)O.CC(C)O.CC(C)O.CC(C)O.CC(C)O
Gap between HOMO and LUMO in eV: 9.2

Positions of all 180 atoms, in Å:
1 C 13.15291 -8.23528 -6.90768
2 O 12.57073 -7.46361 -5.83615
3 C 13.14469 -6.16976 -5.63680
4 C 14.62922 -6.21755 -5.16825
5 N 14.67937 -6.73353 -3.77765
6 C 14.23624 -5.73862 -2.77316
7 C 15.07497 -4.47081 -2.81061
8 O 14.50653 -3.43632 -3.62717
9 C 13.40099 -2.73676 -3.05750
10 H 12.67362 -9.21313 -6.92620
11 H 14.22919 -8.35599 -6.78314
12 H 13.02016 -7.78392 -7.89222
13 H 12.57621 -5.51453 -4.97556
14 H 13.09097 -5.54643 -6.53469
15 H 14.99280 -5.19342 -5.25756
16 H 15.24640 -6.76138 -5.88381
17 H 14.01281 -7.49542 -3.73096
18 H 14.45733 -6.18846 -1.80357
19 H 13.16309 -5.59145 -2.90614
20 H 16.07290 -4.66193 -3.20559
21 H 15.16696 -4.07520 -1.79670
22 H 13.69759 -2.19394 -2.15703
23 H 12.63388 -3.42260 -2.69068
24 H 13.00957 -2.06664 -3.82044
25 C 16.21200 -12.43555 -4.72160
26 O 16.33351 -11.33174 -5.59432
27 C 17.63097 -10.76052 -5.69489
28 C 17.52062 -9.43515 -6.44824
29 N 16.88843 -9.60105 -7.74018
30 C 17.00087 -8.33812 -8.43738
31 C 16.28114 -8.39085 -9.79095
32 O 14.87533 -8.22538 -9.53532
33 C 14.11711 -8.32121 -10.69533
34 H 16.75553 -13.30546 -5.09520
35 H 15.14233 -12.63725 -4.67505
36 H 16.56852 -12.20110 -3.71595
37 H 18.26318 -11.41237 -6.30519
38 H 18.13139 -10.70558 -4.72559
39 H 18.53457 -9.03839 -6.50649
40 H 16.97007 -8.77662 -5.77038
41 H 15.90500 -9.79829 -7.60528
42 H 18.06374 -8.18389 -8.63315
43 H 16.69815 -7.50060 -7.80332
44 H 16.50931 -9.34277 -10.27430
45 H 16.66421 -7.60363 -10.44377
46 H 13.05399 -8.14880 -10.52147
47 H 14.21199 -9.31359 -11.14333
48 H 14.33641 -7.59507 -11.48309
49 C 9.83606 -4.81580 -3.06803
50 O 8.88731 -5.24324 -4.01553
51 C 9.35974 -6.30949 -4.80869
52 C 9.52169 -7.68576 -4.03114
53 N 10.88930 -7.91065 -3.59748
54 C 10.99833 -9.27045 -3.05001
55 C 12.37190 -9.51401 -2.46786
56 O 13.34543 -9.44080 -3.49309
57 C 14.62160 -9.94392 -3.11352
58 H 9.57276 -3.85911 -2.61889
59 H 10.84654 -4.83144 -3.48196
60 H 9.84384 -5.52267 -2.23466
61 H 10.33005 -6.00871 -5.21112
62 H 8.73278 -6.53961 -5.66893
63 H 9.26978 -8.53774 -4.66868
64 H 8.90696 -7.65572 -3.13013
65 H 11.45678 -7.90032 -4.43903
66 H 10.87194 -10.04663 -3.81044
67 H 10.26138 -9.40953 -2.25768
68 H 12.43614 -10.52581 -2.05784
69 H 12.55185 -8.83731 -1.62797
70 H 14.64910 -10.98283 -2.77964
71 H 15.06150 -9.34939 -2.30936
72 H 15.17271 -9.84008 -4.04756
73 C 14.57749 -2.97614 2.30313
74 C 15.28623 -3.23224 0.98609
75 C 16.54109 -4.09731 1.08960
76 O 14.37976 -3.86140 0.06238
77 H 13.51803 -2.77223 2.15640
78 H 15.07785 -2.21860 2.90727
79 H 14.67283 -3.87580 2.91445
80 H 15.54117 -2.28215 0.51456
81 H 16.93941 -4.34733 0.10542
82 H 16.36587 -5.05962 1.57304
83 H 17.35406 -3.60052 1.62171
84 H 13.78229 -4.47733 0.50279
85 C 12.40252 1.67264 -5.03645
86 C 13.41842 2.22198 -3.99075
87 C 13.99334 1.03690 -3.19153
88 O 14.54338 2.82428 -4.59836
89 H 12.88503 1.11064 -5.83722
90 H 11.91399 2.51311 -5.53182
91 H 11.68041 1.00609 -4.56575
92 H 12.90066 2.98075 -3.40090
93 H 13.20029 0.43714 -2.74518
94 H 14.60381 1.35624 -2.34596
95 H 14.61966 0.48778 -3.89410
96 H 14.20857 3.58906 -5.07571
97 C 16.91779 -0.90090 -4.11383
98 C 17.08349 -0.63368 -2.56374
99 C 17.54260 -1.93335 -1.81712
100 O 18.17923 0.25453 -2.38809
101 H 16.18447 -1.69559 -4.25940
102 H 17.84400 -1.15809 -4.62749
103 H 16.57227 -0.00135 -4.62683
104 H 16.13645 -0.25069 -2.18137
105 H 16.83391 -2.75982 -1.86881
106 H 17.70007 -1.65774 -0.77393
107 H 18.49258 -2.28737 -2.21745
108 H 17.86533 1.09501 -2.73548
109 C 18.99520 -4.12900 -4.85932
110 C 19.33501 -5.03047 -6.05085
111 C 20.79255 -5.43135 -5.99900
112 O 18.55852 -6.19574 -6.09620
113 H 17.90875 -4.04143 -4.80454
114 H 19.45833 -3.15555 -5.01924
115 H 19.31675 -4.53229 -3.89788
116 H 19.16779 -4.48363 -6.97967
117 H 21.07055 -5.92095 -6.93288
118 H 20.94404 -6.22801 -5.26681
119 H 21.44797 -4.63120 -5.65447
120 H 18.32613 -6.48599 -5.20805
121 C 19.69795 -8.40285 -2.79852
122 C 18.20799 -8.22470 -2.54488
123 C 17.90935 -7.50556 -1.22257
124 O 17.63103 -7.47945 -3.58578
125 H 19.75251 -8.95037 -3.74140
126 H 20.14265 -9.07743 -2.06779
127 H 20.17196 -7.42728 -2.90381
128 H 17.83940 -9.25170 -2.46602
129 H 16.82884 -7.41309 -1.10828
130 H 18.42466 -6.54714 -1.15728
131 H 18.30281 -8.10464 -0.39919
132 H 16.68191 -7.47683 -3.40277
133 C 9.33356 -6.53823 -8.52510
134 C 9.56353 -5.81898 -9.90477
135 C 9.68750 -6.82331 -11.06424
136 O 8.46993 -4.96230 -10.06907
137 H 9.43489 -5.84116 -7.69317
138 H 10.03184 -7.35315 -8.32865
139 H 8.33037 -6.95536 -8.41709
140 H 10.47473 -5.24166 -9.74955
141 H 8.68502 -7.04874 -11.43052
142 H 10.09019 -7.76696 -10.69778
143 H 10.28055 -6.43702 -11.89242
144 H 7.64624 -5.45584 -10.07351
145 C 10.28682 -10.11891 -9.24331
146 C 10.58063 -11.59266 -9.02172
147 C 9.57800 -12.18597 -7.99694
148 O 10.40073 -12.29285 -10.25421
149 H 11.16559 -9.78057 -9.79575
150 H 10.19747 -9.59618 -8.29213
151 H 9.45322 -9.86102 -9.89605
152 H 11.58857 -11.73581 -8.62772
153 H 8.58771 -11.98824 -8.40661
154 H 9.71659 -11.62586 -7.07066
155 H 9.73558 -13.24302 -7.78506
156 H 10.70022 -13.20343 -10.20095
157 C 11.76547 -7.81440 1.40345
158 C 12.64929 -6.74924 0.73604
159 C 11.84232 -6.09455 -0.36597
160 O 12.94479 -5.75867 1.73241
161 H 12.36721 -8.23571 2.21167
162 H 11.62158 -8.68397 0.76027
163 H 10.81307 -7.47291 1.80684
164 H 13.59566 -7.13987 0.36392
165 H 10.94153 -5.64461 0.05330
166 H 11.58167 -6.80792 -1.14936
167 H 12.39220 -5.29388 -0.86369
168 H 12.15174 -5.61222 2.25510
169 C 14.63612 -4.84371 -9.32229
170 C 15.50299 -3.61805 -9.00216
171 C 16.47745 -3.96408 -7.82725
172 O 16.30994 -3.45548 -10.18019
173 H 15.21217 -5.76603 -9.41183
174 H 14.07245 -4.71814 -10.24806
175 H 13.94201 -5.13070 -8.52906
176 H 14.88931 -2.76242 -8.71822
177 H 16.90856 -4.96364 -7.88312
178 H 15.95738 -3.90316 -6.87056
179 H 17.29038 -3.23781 -7.84822
180 H 15.74349 -3.38042 -10.95233

=====

--- 2 ---
Density functional theory data (the ωB97M-V functional and the def2-TZVPD basis) for a cluster of 15 separate species, C45H117N3O15 in total.

Output
Gap between HOMO and LUMO in eV: 8.1

Positions of all 180 atoms, in Å:
1 C 29.53787 12.82369 -10.80509
2 C 28.67386 12.84513 -12.03463
3 C 29.50425 13.29949 -13.21400
4 C 28.80574 13.15443 -14.53821
5 C 28.19875 11.78628 -14.72778
6 C 27.38112 11.30298 -13.51913
7 N 28.14004 11.54326 -12.31389
8 O 27.44880 11.07631 -11.16111
9 C 26.00030 11.92474 -13.57377
10 C 27.24603 9.81838 -13.71165
11 C 27.56001 13.89337 -11.80565
12 H 28.99105 12.67045 -9.87397
13 H 30.13426 13.73489 -10.74330
14 H 30.24240 11.98378 -10.88569
15 H 29.70207 14.36460 -13.08767
16 H 30.39691 12.67423 -13.33606
17 H 29.51436 13.38886 -15.33874
18 H 28.04877 13.94295 -14.69422
19 H 28.95556 11.02934 -14.93913
20 H 27.45889 11.84380 -15.53202
21 H 25.43284 11.67298 -12.67167
22 H 26.00684 12.99605 -13.74606
23 H 25.43169 11.44750 -14.37549
24 H 26.57439 9.37673 -12.96220
25 H 26.79692 9.59194 -14.67667
26 H 28.18930 9.28249 -13.55915
27 H 27.76865 14.60539 -11.00546
28 H 26.62983 13.40952 -11.46879
29 H 27.31400 14.40603 -12.73426
30 H 26.85955 11.82104 -10.88996
31 C 23.85980 17.85150 -14.21551
32 C 24.62511 16.75109 -14.99393
33 C 23.98615 15.45330 -14.52809
34 C 24.28669 14.25177 -15.47652
35 C 23.81088 14.61428 -16.86243
36 C 24.50926 15.84185 -17.40927
37 N 24.34737 16.95448 -16.41521
38 O 24.99198 18.18203 -16.85779
39 C 25.97937 15.52942 -17.75221
40 C 23.81744 16.25481 -18.70070
41 C 26.11319 16.77411 -14.61403
42 H 23.88139 17.59535 -13.15819
43 H 22.83835 17.84934 -14.58335
44 H 24.32068 18.82425 -14.38550
45 H 24.32225 15.10753 -13.54272
46 H 22.89629 15.54570 -14.52435
47 H 23.81413 13.38598 -15.01012
48 H 25.36385 14.06814 -15.57275
49 H 22.72312 14.73610 -16.90834
50 H 24.00810 13.75803 -17.52753
51 H 26.07499 15.00509 -18.70401
52 H 26.58281 16.43177 -17.78424
53 H 26.45350 14.83891 -17.04623
54 H 24.02403 15.53935 -19.49909
55 H 22.73218 16.34447 -18.60401
56 H 24.16652 17.22930 -19.05306
57 H 26.59646 17.73005 -14.80878
58 H 26.62956 15.99773 -15.18702
59 H 26.25553 16.48006 -13.57298
60 H 25.96734 18.05980 -16.83639
61 C 27.59021 5.07715 -14.09011
62 C 28.04708 5.20806 -12.65226
63 C 26.98437 4.66705 -11.74347
64 C 27.45888 4.53247 -10.31973
65 C 28.66952 3.60880 -10.33190
66 C 29.78136 4.11129 -11.20148
67 N 29.26679 4.45192 -12.49407
68 O 30.26872 4.95643 -13.37196
69 C 30.55530 5.23693 -10.51332
70 C 30.74193 2.96975 -11.38823
71 C 28.20495 6.71997 -12.36907
72 H 26.68081 5.65671 -14.30162
73 H 27.47336 4.06887 -14.48337
74 H 28.32117 5.58353 -14.73532
75 H 26.10120 5.31646 -11.80982
76 H 26.61842 3.70234 -12.12097
77 H 26.65494 4.16321 -9.68169
78 H 27.72899 5.52990 -9.94979
79 H 28.35770 2.62096 -10.68964
80 H 29.02873 3.47245 -9.30466
81 H 31.18032 4.81415 -9.72553
82 H 31.24239 5.68354 -11.23627
83 H 29.91709 6.01718 -10.09877
84 H 31.57851 3.26322 -12.02478
85 H 31.17383 2.62472 -10.44589
86 H 30.21620 2.13019 -11.84793
87 H 28.52262 6.88156 -11.33745
88 H 27.28286 7.26979 -12.53870
89 H 29.00615 7.11139 -13.00147
90 H 30.35476 5.91116 -13.13120
91 C 32.58149 7.69171 -14.75498
92 C 31.76537 8.60981 -13.90953
93 O 31.16526 7.81686 -12.86670
94 H 32.87299 8.14503 -15.70888
95 H 31.97404 6.83271 -15.07483
96 H 33.44551 7.29087 -14.23156
97 H 30.93944 9.06506 -14.47240
98 H 32.40075 9.37094 -13.44276
99 H 30.81165 8.44020 -12.17105
100 C 32.76523 10.55240 -9.47556
101 C 34.15699 10.69673 -10.01910
102 O 34.39040 12.05730 -10.40810
103 H 31.99707 10.63474 -10.23923
104 H 32.50409 11.23426 -8.66645
105 H 32.78626 9.52847 -9.07781
106 H 34.20242 10.02760 -10.89202
107 H 34.89056 10.33594 -9.28970
108 H 35.27049 12.13519 -10.79640
109 C 29.85401 6.95207 -16.59290
110 C 30.71289 7.74301 -17.48242
111 O 30.73155 7.12235 -18.80756
112 H 28.79151 7.03366 -16.84294
113 H 29.87121 7.35181 -15.57037
114 H 30.17573 5.91621 -16.59234
115 H 31.76405 7.73432 -17.12845
116 H 30.46224 8.81210 -17.57776
117 H 31.08159 7.74163 -19.45150
118 C 24.52279 7.14332 -15.09998
119 C 23.67015 7.66422 -13.97364
120 O 23.94726 9.10269 -13.78311
121 H 25.57547 7.31183 -14.89868
122 H 24.15704 7.53558 -16.04655
123 H 24.37608 6.05755 -15.19595
124 H 23.85409 7.17702 -13.00830
125 H 22.61080 7.52467 -14.22161
126 H 23.09079 9.53080 -13.69704
127 C 33.43249 10.58308 -17.09313
128 C 34.42654 10.87190 -18.18372
129 O 34.06114 10.05694 -19.35093
130 H 33.42000 9.51549 -16.85776
131 H 32.38710 10.82923 -17.29379
132 H 33.69424 11.16042 -16.19854
133 H 35.44427 10.60782 -17.85858
134 H 34.43544 11.92665 -18.50176
135 H 34.69188 10.19984 -20.06159
136 C 28.13983 18.17449 -10.72032
137 C 29.18208 17.21577 -10.25693
138 O 28.82281 16.57882 -9.01973
139 H 28.59694 18.79106 -11.50224
140 H 27.80935 18.83238 -9.92205
141 H 27.28264 17.68289 -11.18496
142 H 30.08759 17.76207 -9.93712
143 H 29.48263 16.48465 -11.02174
144 H 29.57659 16.02370 -8.75030
145 C 32.61847 15.48140 -11.64126
146 O 33.28368 16.50320 -12.34615
147 H 31.62074 15.33038 -12.03850
148 H 33.21297 14.56714 -11.64918
149 H 32.44032 15.76536 -10.59390
150 H 34.16773 16.63002 -11.99341
151 C 24.52711 10.76877 -9.99068
152 O 25.14886 11.96499 -9.51200
153 H 23.44818 10.81282 -9.87479
154 H 24.80128 10.64437 -11.03460
155 H 24.93030 9.93908 -9.41827
156 H 24.50441 12.67865 -9.44813
157 C 30.62539 14.49077 -6.92276
158 O 31.17773 15.19465 -8.08816
159 H 29.95015 15.16800 -6.40765
160 H 30.07856 13.58653 -7.22930
161 H 31.41016 14.17465 -6.22570
162 H 31.97133 14.75983 -8.40873
163 C 29.62489 9.17291 -9.75856
164 O 29.76020 9.48334 -11.16257
165 H 30.30448 8.34315 -9.56760
166 H 29.77639 10.04116 -9.10805
167 H 28.60950 8.79425 -9.55141
168 H 28.95701 9.94448 -11.50358
169 C 31.29493 16.37545 -15.11695
170 O 32.69416 16.46848 -15.04481
171 H 30.77705 17.26059 -14.72575
172 H 31.01159 16.19868 -16.15077
173 H 30.97750 15.50199 -14.52397
174 H 32.93459 16.54431 -14.08392
175 C 27.35996 11.67225 -6.84729
176 O 25.96708 11.84577 -6.88378
177 H 27.89009 12.51708 -7.34293
178 H 27.72524 11.63922 -5.82718
179 H 27.68489 10.78056 -7.41118
180 H 25.64154 11.81823 -7.82370

=====

Energetically preferred structure: 1 | next structure: +0.0784 hartree

=====

--- 1 ---
Density functional theory data (the ωB97M-V functional and the def2-TZVPD basis) for the ion C5H11NO with charge +1.

Output
Charge: +1
Multiplicity: 2
Gap between HOMO and LUMO (alpha / beta) in eV: 12.0 / 7.2

Positions of all 18 atoms, in Å:
1 C -0.33145 1.59097 0.08156
2 C 1.14721 2.02030 0.15957
3 C -0.47192 0.17785 -0.55520
4 N -0.22818 -0.97618 0.27928
5 C 0.69766 -1.90898 -0.34942
6 C -0.30603 -0.86588 1.71279
7 O -0.86813 0.04256 -1.66453
8 H -0.73030 1.59073 1.08612
9 H -1.01321 2.21142 -0.49477
10 H 1.43012 1.91589 1.21089
11 H 1.27701 3.09552 0.01798
12 H 1.83975 1.55386 -0.53382
13 H 1.73495 -1.60265 -0.22658
14 H 0.35861 -2.04098 -1.37613
15 H 0.60608 -2.86224 0.17733
16 H 0.36097 -0.08905 2.08257
17 H -0.10568 -1.82535 2.18851
18 H -1.33356 -0.66472 2.03593

=====

--- 2 ---
Density functional theory data (the ωB97M-V functional and the def2-TZVPD basis) for the ion C5H11NO with charge +1.

Output
Charge: +1
Multiplicity: 2
Gap between HOMO and LUMO (alpha / beta) in eV: 9.2 / 4.0

Positions of all 18 atoms, in Å:
1 O -2.22895 -1.57793 1.56326
2 C -1.08518 -1.71598 1.19698
3 C -0.54688 -1.31745 -0.11980
4 C 0.76702 -0.53139 0.06563
5 C 0.40489 1.00273 0.32295
6 C 0.47673 1.83738 -0.94213
7 N 1.70236 1.90839 -1.67792
8 H -0.47918 -2.35695 1.86688
9 H -1.24624 -0.75182 -0.75721
10 H -0.28662 -2.25825 -0.64835
11 H 1.50693 -0.83975 0.80345
12 H 1.25881 -0.61710 -0.93988
13 H -0.61022 1.11885 0.79112
14 H 1.24585 1.27457 0.99200
15 H -0.32002 1.61484 -1.65670
16 H 0.37168 2.93280 -0.63254
17 H 2.53257 2.33198 -1.26342
18 H 1.88496 1.23628 -2.41247

=====

--- 3 ---
Density functional theory data (the ωB97M-V functional and the def2-TZVPD basis) for a structure of composition C5H11NO.

Output
Charge: +1
Multiplicity: 2
Gap between HOMO and LUMO (alpha / beta) in eV: 5.9 / 6.0

Positions of all 18 atoms, in Å:
1 C -2.35776 -0.22894 0.68958
2 O -1.77704 -0.70910 -1.66173
3 C -1.06098 0.45588 0.96030
4 C -0.33594 0.90295 -0.41539
5 C 0.93940 0.11759 -0.55392
6 C 2.30038 0.24002 -0.28294
7 N 3.17095 -0.74964 0.07734
8 H -2.60073 -1.03103 1.47966
9 H -3.13251 0.51111 0.46680
10 H -2.07702 -0.75519 -0.74472
11 H -1.16186 1.40752 1.43938
12 H -0.34827 -0.37615 1.49157
13 H -0.44117 1.97866 -0.68470
14 H -1.08633 0.32408 -1.26885
15 H 0.48107 -1.00525 -0.63272
16 H 2.69578 1.26053 -0.22256
17 H 2.73680 -1.62226 0.26936
18 H 4.05523 -0.72077 -0.40647

=====

Energetically preferred structure: 1 | next structure: +0.0330 hartree